A cluster of 4 separate species, C33H52O4P in total in a non-equilibrium geometry. Source: OMol25; level of theory: the ωB97M-V functional and the def2-TZVPD basis.

Results
- charge = +1
- LUMO (eV) = -2.462
- orbital gap (hartree) = 0.2901
- HOMO energy (Eh) = -0.381

Cartesian coordinates (Å):
C (9.384, -2.802, 2.154)
C (9.068, -1.451, 1.402)
O (9.994, -1.348, 0.314)
C (9.283, -1.253, -0.921)
C (8.621, -2.609, -1.358)
C (7.088, -2.405, -1.638)
C (6.317, -3.747, -1.478)
C (4.781, -3.647, -1.843)
P (3.800, -4.289, -0.407)
C (4.305, -6.084, -0.167)
C (3.769, -6.560, 1.241)
C (3.187, -8.013, 1.192)
O (1.950, -8.035, 0.511)
C (1.955, -4.162, -0.607)
O (1.539, -2.865, -0.973)
C (0.216, -2.643, -0.437)
C (-0.609, -1.633, -1.275)
O (-0.261, -0.278, -1.094)
C (-0.455, 0.170, 0.241)
C (-1.921, 0.084, 0.756)
H (8.631, -3.572, 1.900)
H (9.414, -2.660, 3.252)
H (10.373, -3.164, 1.812)
H (9.166, -0.606, 2.113)
H (8.017, -1.442, 1.047)
H (8.541, -0.427, -0.840)
H (10.028, -0.925, -1.675)
H (8.771, -3.313, -0.510)
H (9.162, -3.006, -2.234)
H (6.723, -1.694, -0.868)
H (6.970, -2.016, -2.666)
H (6.368, -4.003, -0.390)
H (6.792, -4.601, -2.000)
H (4.608, -4.369, -2.673)
H (4.466, -2.654, -2.206)
H (4.287, -3.613, 0.753)
H (5.408, -6.109, -0.221)
H (3.843, -6.629, -1.016)
H (2.938, -5.884, 1.536)
H (4.600, -6.473, 1.964)
H (3.022, -8.302, 2.249)
H (3.923, -8.749, 0.802)
H (2.111, -7.956, -0.430)
H (1.516, -4.400, 0.391)
H (1.598, -4.919, -1.340)
H (-0.343, -3.610, -0.475)
H (0.322, -2.383, 0.635)
H (-0.386, -1.864, -2.339)
H (-1.697, -1.832, -1.162)
H (-0.182, 1.245, 0.244)
H (0.204, -0.313, 0.990)
H (-1.934, 0.592, 1.747)
H (-2.265, -0.951, 0.965)
H (-2.645, 0.644, 0.134)
C (-2.847, 3.743, -1.108)
C (-2.691, 5.010, -0.558)
C (-3.807, 5.797, -0.298)
C (-5.079, 5.312, -0.579)
C (-5.234, 4.044, -1.125)
C (-4.118, 3.261, -1.393)
H (-1.976, 3.131, -1.314)
H (-1.700, 5.385, -0.333)
H (-3.685, 6.786, 0.124)
H (-5.949, 5.923, -0.372)
H (-6.225, 3.666, -1.342)
H (-4.240, 2.274, -1.824)
C (-7.912, 1.463, -2.308)
C (-8.360, 0.197, -1.951)
C (-9.623, 0.038, -1.394)
C (-10.442, 1.144, -1.201)
C (-9.995, 2.409, -1.561)
C (-8.729, 2.570, -2.110)
H (-6.926, 1.587, -2.739)
H (-7.725, -0.666, -2.108)
H (-9.969, -0.949, -1.111)
H (-11.428, 1.019, -0.771)
H (-10.634, 3.271, -1.412)
H (-8.380, 3.558, -2.385)
C (-4.441, 7.845, 2.742)
C (-4.286, 9.112, 3.292)
C (-5.401, 9.898, 3.552)
C (-6.673, 9.414, 3.271)
C (-6.829, 8.146, 2.725)
C (-5.713, 7.363, 2.456)
H (-3.570, 7.234, 2.536)
H (-3.295, 9.487, 3.517)
H (-5.280, 10.888, 3.974)
H (-7.543, 10.025, 3.478)
H (-7.820, 7.768, 2.507)
H (-5.834, 6.376, 2.025)

Forces on the atoms, in the same order (eV/Å):
-0.2 0.5 -0.2
0.4 -1.1 1.0
-1.2 0.3 -0.3
0.6 0.3 -0.5
-0.3 0.7 0.5
0.8 -1.0 0.1
-0.4 0.4 0.9
0.3 -0.8 -0.3
1.0 -0.4 -1.0
-0.8 1.0 0.5
0.1 -0.3 -0.9
0.7 0.6 0.9
0.2 0.0 0.3
-0.3 0.2 0.6
0.3 -0.3 0.1
-1.0 -0.3 0.0
0.7 -0.5 -0.7
0.0 -0.6 0.6
-1.0 1.1 0.6
0.3 0.2 0.7
0.4 0.3 0.2
-0.1 -0.2 -0.6
-0.5 0.3 0.3
0.2 -0.3 -0.6
0.5 0.0 0.1
0.2 -0.5 -0.1
-0.4 -0.2 0.4
-0.2 0.3 -0.6
-0.4 0.0 0.3
-0.1 -0.2 -0.7
-0.2 0.1 0.6
0.3 0.1 -0.6
-0.3 0.6 0.1
-0.3 0.5 0.5
0.0 -0.4 0.5
-0.5 -0.2 -0.5
-0.6 -0.1 -0.2
0.4 0.2 0.4
0.4 -0.5 0.2
-0.5 -0.1 -0.2
-0.3 0.1 -0.7
-0.4 0.5 -0.1
0.0 -0.2 -0.2
0.4 -0.3 -0.5
0.4 0.2 0.4
0.3 0.6 -0.1
-0.1 0.1 -0.5
-0.1 0.2 0.6
0.6 0.2 0.4
0.0 -0.6 -0.2
-0.1 0.0 -0.6
0.0 -0.3 -0.6
0.1 0.6 -0.4
0.5 -0.5 0.1
0.0 0.0 0.0
0.0 0.0 0.0
0.0 -0.1 0.0
0.1 0.0 0.0
0.0 0.0 0.0
0.0 0.0 0.0
0.0 0.0 0.0
0.0 0.0 0.0
0.0 0.0 0.0
0.0 0.0 0.0
0.0 0.0 0.0
0.0 0.0 0.0
-0.1 0.0 0.0
0.0 0.0 0.0
0.0 0.1 0.0
0.1 0.0 0.0
0.0 0.0 0.0
0.0 -0.1 0.0
0.0 0.0 0.0
0.0 0.0 0.0
0.0 0.0 0.0
0.0 0.0 0.0
0.0 0.0 0.0
0.0 0.0 0.0
-0.1 0.0 0.0
0.0 0.0 0.0
0.0 -0.1 0.0
0.1 0.0 0.0
0.0 0.0 0.0
0.0 0.1 0.0
0.0 0.0 0.0
0.0 0.0 0.0
0.0 0.0 0.0
0.0 0.0 0.0
0.0 0.0 0.0
0.0 0.0 0.0

The molecule C5H11N in a non-equilibrium geometry. Source: OMol25; level of theory: the ωB97M-V functional and the def2-TZVPD basis.

Results
- energy relative to the best compared isomer or geometry (same formula, charge and spin) (kJ/mol) = 180.5
- LUMO (eV) = 1.150
- orbital gap (hartree) = 0.3643
- SMILES = CN1CCCC1
- HOMO energy (Eh) = -0.322

Cartesian coordinates (Å):
C (-0.238, 0.412, -1.673)
N (0.382, 0.867, -0.414)
C (1.264, -0.176, 0.081)
C (0.358, -1.322, 0.427)
C (-0.918, -0.595, 1.076)
C (-0.746, 0.867, 0.633)
H (-0.591, -0.620, -1.696)
H (-1.073, 1.117, -1.985)
H (0.663, 0.570, -2.374)
H (2.089, -0.427, -0.598)
H (1.822, 0.454, 0.830)
H (-0.040, -1.741, -0.533)
H (0.764, -2.037, 1.031)
H (-0.609, -0.597, 2.139)
H (-1.875, -0.949, 1.015)
H (-0.539, 1.568, 1.522)
H (-1.603, 1.482, 0.281)

Forces on the atoms, in the same order (eV/Å):
1.4 2.2 -1.6
-2.7 0.2 0.3
1.4 1.8 0.4
-3.2 1.5 -1.7
4.4 1.4 1.6
0.7 2.1 0.3
-0.1 0.2 -0.2
1.1 -0.9 0.4
-1.7 -0.6 0.3
-0.5 -0.1 -0.4
-0.5 -1.6 0.5
1.0 -0.3 1.0
0.9 -2.0 1.5
-0.7 -0.1 -0.2
-2.2 -1.4 -0.7
0.7 -1.3 -1.0
0.2 -1.2 -0.6

A cluster of 11 separate species, C45H102N13O11P in total in a non-equilibrium geometry. Source: OMol25; level of theory: the ωB97M-V functional and the def2-TZVPD basis.

Results
- LUMO (eV) = 0.430
- orbital gap (hartree) = 0.2930
- SMILES = CCCN[C@@]1(CC)NC(=O)[C@@H](P(C)CC)[C@@H]1CCCN.CNC(C)=O.CNC(C)=O.CNC(C)=O.CNC(C)=O.CNC(C)=O.CNC(C)=O.CNC(C)=O.CNC(C)=O.CNC(C)=O.CNC(C)=O
- HOMO energy (Eh) = -0.277

Cartesian coordinates (Å):
C (-4.611, -1.311, -5.108)
C (-5.534, -0.221, -4.346)
C (-4.835, 0.333, -3.019)
N (-4.527, 1.788, -3.036)
C (-3.081, 2.089, -2.919)
C (-2.142, 1.349, -3.982)
C (-2.543, 1.856, -5.470)
N (-2.985, 3.542, -3.343)
C (-1.713, 4.015, -2.723)
O (-1.216, 5.081, -3.100)
C (-1.248, 2.988, -1.576)
P (-0.344, 3.665, -0.052)
C (0.784, 5.080, -0.676)
C (0.744, 2.308, 0.744)
C (2.319, 2.611, 0.602)
C (-2.629, 2.214, -1.394)
C (-2.735, 0.964, -0.414)
C (-3.976, 1.273, 0.586)
C (-4.694, -0.046, 1.138)
N (-3.818, -1.240, 1.281)
H (-3.800, -1.709, -4.411)
H (-4.205, -0.824, -6.046)
H (-5.212, -2.228, -5.429)
H (-5.889, 0.611, -5.025)
H (-6.470, -0.797, -4.023)
H (-5.581, 0.175, -2.158)
H (-3.949, -0.333, -2.776)
H (-4.943, 2.272, -3.837)
H (-1.037, 1.567, -3.878)
H (-2.269, 0.217, -4.011)
H (-2.108, 1.074, -6.187)
H (-2.027, 2.838, -5.734)
H (-3.667, 1.952, -5.581)
H (-3.829, 3.982, -2.929)
H (-0.531, 2.152, -1.913)
H (0.124, 6.016, -0.690)
H (1.041, 4.888, -1.774)
H (1.692, 5.238, -0.023)
H (0.523, 1.268, 0.347)
H (0.538, 2.302, 1.871)
H (2.608, 3.437, 1.337)
H (2.640, 2.857, -0.458)
H (2.934, 1.704, 0.930)
H (-3.313, 3.041, -0.998)
H (-2.879, -0.035, -0.933)
H (-1.827, 0.872, 0.271)
H (-4.777, 1.858, 0.010)
H (-3.584, 1.970, 1.389)
H (-5.546, -0.310, 0.423)
H (-5.210, 0.196, 2.134)
H (-3.833, -1.698, 0.360)
H (-2.863, -1.001, 1.562)
C (-7.310, 4.363, -7.041)
N (-6.967, 2.965, -6.873)
C (-7.697, 1.868, -7.223)
C (-9.036, 2.087, -7.871)
O (-7.251, 0.745, -7.006)
H (-6.540, 4.831, -7.658)
H (-7.315, 4.835, -6.055)
H (-8.281, 4.496, -7.511)
H (-6.082, 2.737, -6.444)
H (-9.493, 1.123, -8.090)
H (-9.690, 2.633, -7.198)
H (-8.913, 2.634, -8.808)
C (-6.455, 2.591, -12.340)
N (-7.168, 3.173, -11.223)
C (-8.054, 4.206, -11.235)
C (-8.363, 4.856, -12.557)
O (-8.573, 4.577, -10.191)
H (-6.717, 1.533, -12.402)
H (-5.383, 2.681, -12.149)
H (-6.696, 3.079, -13.281)
H (-7.012, 2.789, -10.301)
H (-9.083, 5.659, -12.405)
H (-7.454, 5.283, -12.987)
H (-8.798, 4.126, -13.243)
C (4.011, -0.560, 5.416)
N (3.615, 0.467, 4.476)
C (4.409, 1.272, 3.723)
C (5.898, 1.110, 3.849)
O (3.899, 2.100, 2.971)
H (3.581, -1.509, 5.089)
H (3.601, -0.299, 6.393)
H (5.091, -0.659, 5.490)
H (2.629, 0.635, 4.338)
H (6.396, 1.821, 3.188)
H (6.212, 1.313, 4.875)
H (6.191, 0.099, 3.556)
C (10.409, -1.657, 4.116)
N (8.988, -1.482, 3.899)
C (8.050, -2.436, 3.660)
C (8.500, -3.871, 3.603)
O (6.878, -2.112, 3.498)
H (10.660, -1.252, 5.098)
H (10.945, -1.093, 3.350)
H (10.706, -2.702, 4.069)
H (8.611, -0.545, 3.923)
H (7.642, -4.512, 3.404)
H (9.225, -4.006, 2.798)
H (8.938, -4.167, 4.559)
C (-12.911, 3.014, -3.290)
N (-12.019, 2.793, -4.409)
C (-12.318, 2.291, -5.638)
C (-13.746, 1.901, -5.913)
O (-11.436, 2.168, -6.478)
H (-12.883, 4.075, -3.032)
H (-12.549, 2.431, -2.441)
H (-13.935, 2.725, -3.516)
H (-11.044, 3.031, -4.300)
H (-13.825, 1.520, -6.930)
H (-14.061, 1.116, -5.223)
H (-14.398, 2.772, -5.819)
C (3.815, -2.157, 2.200)
N (4.169, -3.549, 2.366)
C (3.451, -4.650, 2.023)
C (2.104, -4.444, 1.383)
O (3.907, -5.767, 2.238)
H (4.579, -1.684, 1.579)
H (3.814, -1.686, 3.185)
H (2.840, -2.030, 1.736)
H (5.061, -3.767, 2.790)
H (1.655, -5.413, 1.169)
H (1.444, -3.900, 2.063)
H (2.212, -3.898, 0.444)
C (7.061, 7.286, 2.336)
N (7.427, 5.895, 2.502)
C (6.713, 4.789, 2.156)
C (5.366, 4.989, 1.516)
O (7.172, 3.676, 2.368)
H (7.817, 7.770, 1.714)
H (7.053, 7.760, 3.320)
H (6.084, 7.402, 1.872)
H (8.318, 5.681, 2.925)
H (4.922, 4.017, 1.300)
H (4.702, 5.528, 2.196)
H (5.472, 5.537, 0.577)
C (1.987, 4.975, 5.866)
N (2.681, 3.730, 6.120)
C (2.849, 3.086, 7.307)
C (2.255, 3.711, 8.541)
O (3.469, 2.032, 7.344)
H (1.184, 4.782, 5.152)
H (2.694, 5.679, 5.424)
H (1.568, 5.405, 6.773)
H (3.107, 3.250, 5.338)
H (2.473, 3.083, 9.404)
H (2.693, 4.697, 8.712)
H (1.171, 3.792, 8.438)
C (3.778, -7.205, 4.693)
N (5.121, -6.975, 5.185)
C (5.798, -7.664, 6.139)
C (5.105, -8.824, 6.800)
O (6.942, -7.333, 6.438)
H (3.835, -7.394, 3.623)
H (3.191, -6.301, 4.865)
H (3.296, -8.048, 5.185)
H (5.650, -6.213, 4.789)
H (5.771, -9.272, 7.536)
H (4.204, -8.482, 7.313)
H (4.853, -9.583, 6.058)
C (9.403, -11.644, 7.250)
N (7.980, -11.485, 7.042)
C (7.049, -12.452, 6.811)
C (7.515, -13.882, 6.758)
O (5.875, -12.144, 6.655)
H (9.656, -11.231, 8.229)
H (9.929, -11.077, 6.479)
H (9.712, -12.686, 7.207)
H (7.593, -10.552, 7.063)
H (6.662, -14.532, 6.568)
H (8.237, -14.013, 5.950)
H (7.962, -14.168, 7.713)

Forces on the atoms, in the same order (eV/Å):
-0.6 0.3 -0.1
0.0 -1.3 0.6
-1.7 -0.6 0.3
1.3 -1.0 0.2
-0.2 1.3 -0.5
-0.5 -0.2 -1.2
1.1 -0.5 0.2
1.3 -0.7 1.7
-0.2 1.6 -0.9
-0.8 -2.8 1.4
0.7 -1.8 -1.0
-0.9 1.1 1.3
-0.5 -0.1 -1.2
1.5 -0.2 -0.2
0.1 -0.6 0.3
0.2 0.6 0.2
-0.5 0.7 0.8
-0.3 -0.2 -0.8
-0.4 0.9 0.3
-0.8 0.3 -0.7
-0.9 0.7 -1.0
-0.1 -0.8 1.1
0.7 1.4 0.4
0.5 -1.0 0.7
1.2 1.0 -0.4
1.0 0.1 -1.1
-0.8 1.2 -0.3
0.4 -0.5 0.2
-1.3 -0.2 0.2
0.1 1.4 0.5
-1.0 1.1 0.8
-0.9 -1.2 0.5
1.4 -0.2 0.0
0.9 0.2 -0.3
-0.8 1.5 -0.3
1.0 -1.4 0.2
0.1 0.4 1.6
-1.1 -0.3 -0.8
0.1 1.2 0.3
-0.1 0.0 -1.7
-0.4 -1.1 -1.3
-0.6 -0.1 1.2
-1.0 1.3 -0.4
0.6 -1.3 -0.3
0.2 1.4 0.4
-0.9 0.1 -1.2
1.2 -0.8 0.8
-0.5 -1.0 -0.7
1.2 0.2 0.9
0.8 -0.3 -1.3
0.6 0.2 0.8
-0.5 -0.1 -0.3
0.4 0.0 0.3
-0.3 -0.3 -0.1
0.0 -0.4 0.0
0.4 0.0 -0.3
0.1 0.1 0.0
-0.2 0.2 0.0
-0.1 0.2 -0.1
0.1 -0.1 0.0
0.0 0.1 -0.1
0.1 0.1 0.2
0.1 0.1 -0.3
-0.1 0.2 0.1
0.1 -0.2 0.5
-0.3 0.4 -0.1
0.0 -0.1 0.5
-0.1 0.1 -0.1
0.0 0.1 -0.2
0.1 0.0 -0.2
0.0 -0.1 -0.3
0.0 0.0 0.1
0.0 0.0 -0.1
0.1 -0.1 0.1
-0.1 -0.1 -0.1
0.1 0.1 -0.1
-0.5 0.1 0.2
0.4 0.3 -0.4
-0.1 0.0 0.1
0.2 0.1 -0.2
0.1 0.1 0.4
0.2 -0.1 0.2
0.2 -0.1 0.1
-0.1 0.1 -0.1
0.1 0.0 0.1
-0.2 0.0 0.1
0.0 -0.2 0.0
0.0 -0.1 0.2
-0.1 0.5 0.0
-0.4 -0.5 -0.1
-0.1 0.3 0.0
-0.1 -0.1 0.0
-0.1 -0.2 0.0
0.2 -0.1 0.0
0.2 -0.1 0.1
-0.1 0.1 0.0
0.1 0.0 0.0
0.1 0.1 0.0
0.1 -0.1 0.1
0.1 -0.1 -0.1
0.5 0.1 0.1
-0.3 -0.2 -0.4
0.5 0.1 -0.1
-0.1 -0.1 -0.1
-0.8 0.0 0.4
-0.2 -0.1 0.2
-0.2 0.1 0.1
0.1 0.0 -0.1
-0.1 0.0 0.0
0.2 0.1 0.1
-0.1 0.1 0.0
-0.1 -0.1 0.1
0.5 0.0 0.2
-0.5 -0.6 -0.2
0.5 0.0 0.2
-0.1 -0.1 -0.1
-0.1 0.2 -0.3
-0.2 0.2 0.0
-0.1 0.2 -0.4
0.1 -0.1 0.0
0.0 0.3 0.0
0.2 0.1 0.1
0.0 0.1 -0.2
-0.1 0.1 0.1
0.5 -0.1 0.2
-0.3 -0.3 -0.1
0.3 -0.3 0.1
-0.1 -0.1 -0.1
0.1 0.2 -0.1
-0.2 0.2 0.0
-0.1 0.2 -0.1
0.1 -0.1 0.0
-0.1 0.0 0.0
0.2 0.0 0.2
0.0 0.1 -0.1
-0.1 0.1 0.1
0.2 -0.3 -0.4
0.0 -0.2 0.5
0.2 -0.3 -0.4
0.0 0.0 0.2
-0.1 0.1 0.2
-0.1 0.3 0.1
-0.2 0.2 0.0
0.1 -0.1 0.0
0.0 0.1 0.0
0.0 0.0 -0.2
-0.2 0.0 0.0
0.1 0.2 0.0
0.1 0.1 -0.2
0.2 -0.4 0.6
0.2 0.5 -0.2
0.0 0.0 0.0
0.0 -0.2 0.1
-0.3 0.0 0.1
-0.2 -0.1 -0.1
0.2 0.1 0.1
-0.1 -0.1 -0.1
-0.1 0.1 -0.1
-0.1 -0.1 -0.1
-0.1 0.0 0.2
-0.2 0.5 0.0
-0.2 -0.5 -0.1
-0.4 0.5 0.0
0.0 -0.2 0.0
0.1 -0.2 0.0
0.3 -0.1 0.0
0.2 -0.1 0.1
-0.1 0.1 0.0
0.1 0.0 0.0
0.0 0.2 0.0
0.1 -0.1 0.1
0.1 0.0 -0.1

A structure of composition C28H22BN11Na in a non-equilibrium geometry. Source: OMol25; level of theory: the ωB97M-V functional and the def2-TZVPD basis.

Results
- 2S+1 = 2
- ⟨S²⟩ = 0.8359
- LUMO (alpha / beta) (eV) = -1.334 / -3.171
- orbital gap (alpha / beta) (hartree) = 0.2653 / 0.1977
- HOMO energy (alpha / beta) (Eh) = -0.314 / -0.314

Cartesian coordinates (Å):
Na (-0.061, -0.111, -0.068)
C (-1.310, 1.274, -4.118)
C (-0.611, 0.327, -3.367)
N (-1.019, 0.344, -2.114)
N (-1.974, 1.262, -2.013)
C (-2.168, 1.851, -3.209)
B (-2.745, 1.539, -0.704)
N (-3.093, 0.188, -0.042)
C (-4.270, -0.162, 0.512)
C (-4.170, -1.466, 0.944)
C (-2.864, -1.833, 0.611)
N (-2.240, -0.827, 0.031)
N (-1.875, 2.372, 0.244)
C (-2.062, 3.592, 0.786)
C (-0.965, 3.884, 1.565)
C (-0.143, 2.761, 1.435)
N (-0.703, 1.870, 0.644)
N (-4.058, 2.210, -1.083)
C (-4.990, 1.671, -1.901)
C (-6.032, 2.562, -2.007)
C (-5.642, 3.640, -1.203)
N (-4.465, 3.406, -0.664)
H (-1.209, 1.499, -5.161)
H (0.146, -0.365, -3.684)
H (-2.898, 2.620, -3.362)
H (-5.107, 0.503, 0.562)
H (-4.924, -2.061, 1.419)
H (-2.366, -2.771, 0.760)
H (-2.946, 4.164, 0.588)
H (-0.784, 4.770, 2.140)
H (0.814, 2.572, 1.880)
H (-4.849, 0.705, -2.344)
H (-6.933, 2.457, -2.573)
H (-6.151, 4.558, -0.994)
N (8.748, 0.390, 5.514)
C (7.799, 0.336, 4.873)
C (6.622, 0.265, 4.092)
C (5.877, 1.416, 3.834)
C (4.721, 1.328, 3.086)
C (4.287, 0.099, 2.600)
C (5.030, -1.048, 2.861)
C (6.193, -0.968, 3.600)
C (3.034, 0.002, 1.808)
C (1.930, -0.486, 2.505)
C (1.923, -0.755, 3.928)
C (0.647, -1.092, 4.243)
C (-0.077, -1.063, 3.002)
N (0.676, -0.720, 1.991)
C (3.115, 0.459, 0.492)
C (4.321, 0.980, -0.116)
C (3.961, 1.459, -1.334)
C (2.555, 1.184, -1.451)
N (2.072, 0.585, -0.395)
H (6.201, 2.362, 4.237)
H (4.135, 2.210, 2.883)
H (4.687, -1.998, 2.477)
H (6.766, -1.856, 3.820)
H (2.769, -0.661, 4.582)
H (0.244, -1.357, 5.202)
H (-1.116, -1.302, 2.861)
H (5.291, 0.980, 0.341)
H (4.584, 1.923, -2.075)
H (1.920, 1.425, -2.285)

Forces on the atoms, in the same order (eV/Å):
0.0 -0.6 -0.4
-0.1 0.2 -0.1
-0.1 0.2 -0.1
0.8 -0.6 0.2
-0.3 0.3 -0.4
0.1 0.1 -0.4
0.2 -0.1 0.0
-0.6 0.0 0.1
-0.3 -0.3 0.2
-0.2 0.1 0.1
-0.2 0.1 0.1
0.8 -0.6 0.1
-0.4 0.7 0.2
0.1 0.4 0.3
0.0 0.0 0.0
-0.2 0.3 0.1
0.2 -0.3 -0.1
-0.3 -0.2 -0.3
-0.3 0.0 -0.2
0.1 -0.2 -0.1
0.1 -0.3 -0.1
0.2 1.0 0.6
0.0 0.1 -0.2
0.2 -0.1 0.0
-0.2 0.2 0.1
-0.1 0.2 0.0
-0.2 -0.1 0.1
0.2 -0.2 0.0
0.0 -0.1 0.0
0.0 0.2 0.1
0.3 -0.1 0.1
0.0 -0.2 -0.1
-0.2 -0.1 -0.2
-0.1 0.2 0.0
0.3 0.0 0.2
0.5 0.1 0.3
-0.8 -0.1 -0.5
0.2 -0.1 0.1
-0.1 -0.2 -0.1
0.4 0.0 0.1
-0.1 0.1 -0.1
0.1 0.1 0.1
0.1 0.0 0.0
0.0 0.0 0.0
-0.4 -0.1 0.6
0.9 0.0 0.3
0.1 0.1 -0.7
-0.4 -0.2 -0.2
0.0 0.0 0.0
0.3 0.4 -0.5
0.8 -0.2 0.6
-0.6 -0.3 0.3
-0.3 0.0 -0.3
0.1 0.1 0.0
-0.1 0.2 0.0
0.0 -0.1 0.0
0.1 -0.1 0.0
0.1 0.0 0.2
0.0 0.0 0.2
-0.3 0.0 -0.1
0.2 0.1 0.0
0.1 0.1 -0.1
-0.2 0.0 -0.2